[1]
ORCA calculation (ωB97M-V/def2-TZVPD) on an isolated molecule of C3H4N2 at a distorted geometry.

Last column: natural (NBO) charge in e.
Positions of all 9 atoms, in Å:
N -0.621 -2.170 -0.330  -0.604
N 1.061 0.454 -0.034  -0.538
C -0.267 1.107 0.070  -0.284
C -0.320 -1.530 0.787  -0.019
C 0.025 -0.277 0.379  0.320
H 1.820 0.599 0.614  0.410
H -0.695 1.410 -0.884  0.227
H -0.506 1.708 0.938  0.219
H -0.519 -1.483 -1.111  0.269

Atoms 1-3, force components in eV/Å:
N -0.1800 -0.4344 -0.0945
N 0.0405 -0.0427 0.4308
C -0.2694 0.4428 0.1838

Its energy above the lowest of the compared OMol25 structures with the same formula, charge and spin is 558.5 kJ/mol. For the HOMO energy (alpha / beta), the calculation gives -8.01 / -8.01 eV. The total energy comes out at -6150.1119 eV. Its charge is 0. Its gap between HOMO and LUMO (alpha / beta) is 7.9 / 7.9 eV. The calculation puts the LUMO energy (alpha / beta) at -0.00253 / -0.00251 Ha.

---

[2]
ORCA calculation (ωB97M-V/def2-TZVPD) on a structure of composition C46H42AsF9IrNO2S2.

Last column: Löwdin spin population.
Positions of all 104 atoms, in Å:
Ir -0.386 0.503 0.117  0.868
As 1.120 -0.394 -1.632  -0.004
S -1.691 -1.014 -1.259  -0.020
S -0.816 -2.900 1.869  0.009
F 3.094 3.630 2.022  0.000
F 1.239 3.024 2.930  0.000
F 1.626 0.480 3.846  0.000
F 4.850 1.633 1.702  0.000
F 1.377 3.223 0.785  0.004
F 3.461 -0.357 3.111  0.000
F 3.763 2.058 -0.113  0.000
F 4.041 0.014 0.540  0.000
F 3.424 1.650 3.921  0.000
O -0.137 -1.710 1.223  0.063
O 1.510 0.526 1.134  0.005
N -0.995 1.513 1.896  0.003
C 1.881 -4.488 -2.025  0.000
C 0.037 4.093 -3.828  0.003
C 3.920 -0.273 -2.316  -0.001
C -3.281 -0.459 1.476  0.000
C -1.355 1.296 4.242  0.000
C -4.298 -1.005 2.246  0.000
C -2.400 1.127 -0.249  0.001
C -5.590 -0.527 2.122  0.000
C -2.011 3.279 3.120  0.000
C 1.403 -3.198 -2.223  -0.001
C 0.878 -2.733 4.014  0.000
C -1.947 2.790 -3.443  0.000
C -4.829 1.021 0.437  0.000
C -1.553 2.734 1.948  0.003
C 4.953 1.556 -3.492  0.000
C 0.414 -3.680 2.926  0.006
C -1.925 2.558 4.312  0.000
C -0.917 0.808 3.029  0.001
C 2.047 2.822 1.877  0.001
C -3.510 0.567 0.568  -0.001
C 0.330 4.034 -2.477  0.005
C 2.632 -4.785 -0.897  0.000
C 2.649 1.708 -2.831  0.000
C 2.436 1.315 1.738  0.002
C -0.326 -0.664 -5.581  -0.001
C 2.395 -2.514 -0.132  0.000
C -1.191 -0.847 -2.950  -0.001
C -0.487 3.310 -1.613  0.021
C -1.646 2.700 -2.078  0.014
C 3.804 1.259 0.960  0.000
C -1.930 -5.230 0.899  0.000
C -0.899 -4.161 0.577  0.000
C 2.736 0.452 -2.251  -0.001
C 2.746 0.772 3.179  0.000
C 2.887 -3.798 0.047  0.000
C -2.086 -1.117 -3.978  -0.002
C -2.429 3.135 5.598  0.000
C 1.665 -2.213 -1.278  -0.002
C 5.028 0.288 -2.936  0.000
C -1.101 3.453 -4.312  0.008
C 0.121 -0.510 -3.247  0.000
C 0.571 -0.408 -4.550  0.000
C 3.759 2.264 -3.445  0.000
C -5.847 0.488 1.207  0.000
C -2.613 2.066 -1.173  0.010
C -1.635 -1.029 -5.290  0.000
H -2.285 -0.854 1.572  0.000
H -0.485 -0.178 2.929  0.000
H 1.599 -0.138 -4.757  0.000
H 3.024 -5.784 -0.756  0.000
H -3.637 2.381 -1.346  0.000
H 1.318 -1.842 3.572  0.000
H -1.252 0.678 5.123  0.000
H -4.071 -1.809 2.934  0.000
H -3.115 -1.377 -3.764  0.000
H 5.953 -0.272 -2.980  0.000
H -6.855 0.864 1.086  0.000
H 3.692 3.249 -3.890  0.000
H 5.821 1.988 -3.970  0.000
H 3.993 -1.261 -1.883  0.000
H -2.326 -1.228 -6.099  0.000
H 0.104 -4.566 0.433  0.000
H 0.677 4.649 -4.502  0.000
H -2.933 -4.807 0.962  0.000
H 3.480 -4.026 0.925  0.000
H -5.087 1.798 -0.268  0.000
H 1.236 -4.002 2.285  0.000
H -0.264 3.329 -0.556  0.006
H -0.085 -4.564 3.332  0.001
H 1.184 4.567 -2.078  0.000
H 1.681 -5.253 -2.763  0.000
H -2.440 4.272 3.102  0.000
H -1.628 3.279 1.018  0.001
H 2.576 -1.748 0.611  0.000
H 1.714 2.246 -2.814  0.000
H 0.837 -2.970 -3.117  0.000
H -0.007 -0.578 -6.611  0.000
H -1.930 -5.987 0.116  0.000
H -6.391 -0.942 2.719  0.000
H -1.344 3.502 -5.366  0.000
H -2.311 2.438 6.424  0.000
H -1.161 -3.579 -0.308  0.000
H -1.887 4.051 5.838  0.000
H -1.715 -5.736 1.841  0.000
H -3.485 3.396 5.508  0.000
H 0.058 -2.442 4.672  0.000
H -2.857 2.334 -3.813  0.000
H 1.641 -3.217 4.623  0.000

Atoms 1-3, force components in eV/Å:
Ir 0.0129 0.0533 -0.1378
As 0.1778 0.0490 0.1054
S 0.1761 -0.2243 0.0166

As for the multiplicity: 2. Its energy above the lowest of the compared OMol25 structures with the same formula, charge and spin is 171.4 kJ/mol. For the HOMO energy (alpha / beta), the calculation gives -10.09 / -10.08 eV. The total energy comes out at -163768.5524 eV. Its charge is +1. Its gap between HOMO and LUMO (alpha / beta) is 6.5 / 6.2 eV. The calculation puts the LUMO energy (alpha / beta) at -0.13088 / -0.14139 Ha. The expectation value of S² is 0.76.

---

[3]
ORCA calculation (ωB97M-V/def2-TZVPD) on a structure of composition C12H31AsBa2CuF6O9P2 at a distorted geometry.

Last column: Löwdin charge in e.
Positions of all 64 atoms, in Å:
Ba 2.766 -3.084 3.466  1.955
Ba 3.787 0.765 4.781  1.972
As 0.067 -0.395 5.978  0.812
Cu 4.465 -0.610 1.509  0.610
P -0.781 3.375 -0.412  0.422
P 0.399 -2.775 -0.006  0.455
F -0.741 -0.745 4.401  -0.265
F 1.271 -1.617 5.438  -0.440
F 1.092 0.839 5.174  -0.432
F -1.210 0.731 6.221  -0.183
F -0.798 -1.613 6.839  -0.192
F 1.007 -0.045 7.402  -0.230
O 1.294 -1.922 -1.031  -0.171
O 0.304 -4.231 -0.630  -0.177
O -1.778 2.194 -0.059  -0.209
O -1.571 4.150 -1.569  -0.176
O -0.358 4.116 0.773  -0.215
O 1.037 -2.807 1.343  -0.452
O 2.645 -0.518 2.789  -0.779
O -1.046 -2.069 -0.097  -0.152
O 0.422 2.613 -1.198  -0.192
C -2.823 -0.994 1.028  -0.035
C -4.045 2.318 -1.185  -0.039
C -1.409 3.915 -2.969  -0.260
C -0.112 -4.449 -2.019  -0.202
C 1.248 1.667 -0.565  -0.303
C 3.258 -1.643 -2.286  -0.024
C -0.269 4.739 -3.549  -0.056
C -1.320 -0.945 0.799  -0.223
C 2.673 1.981 -0.980  -0.036
C -0.700 -5.851 -2.148  -0.054
C 2.706 -2.066 -0.917  -0.272
C -3.202 2.429 0.082  -0.253
H 2.543 -1.885 -3.069  0.101
H -3.330 -0.731 0.100  0.088
H 1.856 -0.036 2.489  -0.003
H -3.021 -0.189 1.741  0.083
H 2.763 2.374 -1.989  0.100
H -1.460 2.837 -3.130  0.120
H 0.657 4.492 -3.029  0.063
H -3.966 3.238 -1.755  0.071
H -0.749 -1.114 1.715  0.087
H 4.209 -2.086 -2.585  0.093
H -2.313 4.316 -3.435  0.125
H -1.004 -0.014 0.328  0.090
H 3.435 -0.569 -2.354  0.067
H -0.201 4.555 -4.623  0.088
H -5.088 2.105 -0.965  0.090
H -1.182 -5.789 -3.127  0.093
H 2.906 2.805 -0.301  0.090
H -1.443 -6.206 -1.435  0.091
H -3.203 -1.930 1.426  0.093
H -0.839 -3.755 -2.433  0.132
H 0.049 -6.641 -2.160  0.084
H -3.369 3.314 0.709  0.129
H 2.903 -3.119 -0.687  0.119
H 0.763 0.709 -0.807  0.105
H 3.308 1.105 -0.843  0.035
H 1.059 1.693 0.522  0.105
H -0.408 5.816 -3.472  0.090
H -3.552 1.794 0.903  0.100
H 0.912 -4.520 -2.393  0.125
H 3.098 -1.474 -0.059  0.057
H -3.611 1.451 -1.687  0.081

Atoms 1-3, force components in eV/Å:
Ba -2.6510 -0.2243 -0.6826
Ba -1.8328 0.9265 0.8964
As -4.5230 -0.1787 0.5032

Its energy above the lowest of the compared OMol25 structures with the same formula, charge and spin is 0.0 kJ/mol. For the HOMO energy, the calculation gives -15.99 eV. The total energy comes out at -173104.8745 eV. Its charge is +3. Its gap between HOMO and LUMO is 3.2 eV. The calculation puts the LUMO energy at -0.46955 Ha.

---

[4]
ORCA calculation (ωB97M-V/def2-TZVPD) on a structure of composition C6H15ClI2LaO2P at a distorted geometry.

Last column: Löwdin charge in e.
Positions of all 28 atoms, in Å:
La 1.362 0.283 0.747  1.605
I -2.792 -1.322 -0.390  0.581
I -2.868 1.648 -0.429  0.619
Cl 3.835 0.372 0.582  -0.116
P 0.601 0.215 -2.322  0.635
O 0.706 0.124 3.098  -0.359
O -3.697 0.230 2.349  0.029
C -0.627 -0.527 5.211  -0.030
C 1.529 1.570 -3.121  -0.291
C 1.565 -1.149 -3.136  -0.276
C -0.519 -0.670 3.681  -0.147
C -0.744 0.172 -3.595  -0.271
C -3.161 0.201 1.289  -1.023
H 2.479 1.676 -2.591  0.038
H -0.911 0.495 5.465  0.096
H 1.232 0.427 3.871  0.116
H 1.706 -0.956 -4.211  0.071
H -1.340 -0.723 -3.432  0.030
H -1.331 -0.206 3.123  0.070
H 0.921 2.462 -2.953  0.049
H -0.351 -1.663 3.267  0.117
H -1.362 1.050 -3.438  0.026
H 1.689 1.393 -4.190  0.072
H -1.401 -1.200 5.609  0.111
H 0.976 -2.060 -2.965  0.050
H -0.335 0.170 -4.603  0.068
H 2.521 -1.210 -2.601  0.038
H 0.316 -0.801 5.683  0.093

Atoms 1-3, force components in eV/Å:
La -0.8005 0.0167 -0.2057
I 0.1506 -3.1238 1.9243
I -0.0118 3.2356 1.7255

Its energy above the lowest of the compared OMol25 structures with the same formula, charge and spin is 124.4 kJ/mol. For the HOMO energy, the calculation gives -14.36 eV. The total energy comes out at -49416.0914 eV. Its charge is +2. Its gap between HOMO and LUMO is 5.9 eV. The calculation puts the LUMO energy at -0.31248 Ha.

---

[5]
ORCA calculation (ωB97M-V/def2-TZVPD) on a cluster of 2 separate species, C5H7NO in total at a distorted geometry.

Last column: natural (NBO) charge in e.
Positions of all 14 atoms, in Å:
O 0.993 1.528 1.611  -0.508
N -0.997 0.573 -0.611  -0.339
C -0.056 -0.497 -1.128  -0.153
C -1.307 -0.357 0.535  -0.275
C 0.397 0.912 -0.588  -0.163
C 1.289 0.909 0.547  0.287
C -0.354 -1.374 -0.031  -0.186
H 0.152 -0.709 -2.171  0.225
H -1.121 0.068 1.526  0.225
H -2.354 -0.658 0.448  0.209
H 0.868 -0.764 1.076  0.032
H 0.651 1.623 -1.370  0.235
H -0.505 -2.445 -0.120  0.235
H 2.342 1.191 0.276  0.175

Atoms 1-3, force components in eV/Å:
O -0.0608 -1.9510 -1.6709
N -0.7350 0.3223 0.0126
C 0.8259 2.5069 -1.2433

Its energy above the lowest of the compared OMol25 structures with the same formula, charge and spin is 659.8 kJ/mol. For the HOMO energy (alpha / beta), the calculation gives -8.56 / -8.56 eV. The total energy comes out at -8829.3645 eV. Its charge is 0. Its gap between HOMO and LUMO (alpha / beta) is 7.8 / 7.8 eV. The calculation puts the LUMO energy (alpha / beta) at -0.02694 / -0.02694 Ha.

---

[6]
ORCA calculation (ωB97M-V/def2-TZVPD) on a structure of composition C32H39Cl3O2PPdSi2Te at a distorted geometry.

Last column: Löwdin charge in e.
Positions of all 81 atoms, in Å:
Te -0.250 -1.210 2.404  1.393
Pd -1.091 0.140 0.440  0.528
Cl -0.722 2.597 1.208  0.764
Cl -3.768 1.930 -3.165  0.724
Cl -3.579 6.743 -0.730  0.691
P 2.362 0.505 -0.982  0.799
Si -3.373 -0.380 3.841  0.398
Si -1.525 -3.315 0.094  0.382
O 1.091 0.601 -0.179  -0.453
O -1.916 1.103 -1.108  -0.262
C -3.729 0.886 2.532  -0.176
C 3.204 -1.059 -0.704  -0.295
C -1.113 -3.096 1.930  -0.527
C 3.036 1.018 -3.634  -0.077
C 4.383 -3.513 -0.131  -0.067
C -1.503 -0.672 4.033  -0.550
C -0.100 -2.726 -0.947  -0.167
C 4.331 -3.057 -1.441  -0.061
C -2.223 4.575 0.120  -0.129
C -1.835 3.248 0.014  -0.531
C 3.875 4.124 -0.036  -0.063
C -3.917 0.246 5.496  -0.174
C -2.263 2.385 -0.992  -0.449
C 2.030 0.664 -2.734  -0.276
C -3.028 -2.294 -0.316  -0.158
C 1.447 0.911 -5.435  -0.063
C 5.752 2.610 -0.132  -0.066
C -3.085 5.084 -0.819  -0.674
C 2.742 1.137 -4.984  -0.065
C 4.893 1.562 -0.444  -0.070
C -3.556 4.271 -1.838  -0.116
C 3.745 -1.829 -1.731  -0.059
C -4.202 -1.978 3.396  -0.170
C -1.855 -5.120 -0.145  -0.172
C 5.243 3.886 0.069  -0.065
C 3.524 1.798 -0.555  -0.277
C 0.729 0.446 -3.187  -0.062
C -3.153 2.955 -1.913  -0.583
C 3.855 -2.740 0.901  -0.070
C 0.440 0.570 -4.540  -0.056
C 3.267 -1.518 0.615  -0.106
C 3.014 3.084 -0.350  -0.065
H 0.866 -2.883 -0.455  0.033
H -3.382 1.161 5.769  0.043
H -1.335 -1.466 4.768  0.023
H -0.175 -1.664 -1.188  -0.007
H -3.922 -2.614 0.228  0.039
H 4.745 -3.661 -2.241  0.112
H -2.012 -3.193 2.545  -0.003
H -4.990 0.471 5.484  0.046
H 1.219 1.014 -6.490  0.111
H -3.740 -0.497 6.282  0.044
H 5.916 4.701 0.312  0.111
H -1.852 5.196 0.926  0.113
H 2.855 -0.909 1.412  0.080
H -1.028 0.233 4.419  0.012
H 1.947 3.258 -0.438  0.098
H 5.289 0.563 -0.596  0.108
H -4.813 1.024 2.434  0.056
H -0.571 0.410 -4.894  0.110
H 3.521 1.416 -5.686  0.111
H 3.485 5.122 0.127  0.110
H 3.702 -1.479 -2.755  0.105
H -2.898 -1.221 -0.114  -0.006
H -0.960 -5.717 0.066  0.043
H 4.044 1.212 -3.279  0.112
H -4.241 4.664 -2.578  0.114
H -2.162 -5.326 -1.180  0.046
H -3.237 -2.370 -1.390  0.060
H -0.395 -3.852 2.255  0.020
H -3.374 0.567 1.549  -0.008
H -0.076 -3.262 -1.903  0.057
H -5.289 -1.872 3.500  0.051
H -3.886 -2.800 4.051  0.047
H 6.817 2.429 -0.040  0.111
H -2.657 -5.464 0.519  0.044
H -3.996 -2.259 2.359  0.002
H 4.840 -4.471 0.090  0.111
H -0.056 0.207 -2.482  0.072
H -3.285 1.856 2.766  0.033
H 3.903 -3.095 1.926  0.110

Atoms 1-3, force components in eV/Å:
Te 0.3406 -0.3163 0.2266
Pd -0.2519 0.7797 -0.7509
Cl -0.1108 0.0539 0.2099

Its energy above the lowest of the compared OMol25 structures with the same formula, charge and spin is 120.8 kJ/mol. For the HOMO energy (alpha / beta), the calculation gives -10.50 / -10.50 eV. The total energy comes out at -111293.4787 eV. Its charge is +1. Its gap between HOMO and LUMO (alpha / beta) is 5.5 / 5.5 eV. The calculation puts the LUMO energy (alpha / beta) at -0.18373 / -0.18366 Ha.

---

[7]
ORCA calculation (ωB97M-V/def2-TZVPD) on a cluster of 2 separate species, H4NS in total.

Last column: natural (NBO) charge in e.
Positions of all 6 atoms, in Å:
S 2.530 0.133 0.321  -1.075
N -1.556 -0.234 0.067  -1.084
H 2.321 0.957 -0.717  0.078
H -1.106 0.232 0.853  0.365
H -1.192 -1.178 0.194  0.352
H -0.996 0.090 -0.719  0.363

Atoms 1-3, force components in eV/Å:
S -0.1026 -0.0444 0.0390
N 0.3582 -0.2164 0.1366
H -0.0021 0.0385 -0.0440

Its energy above the lowest of the compared OMol25 structures with the same formula, charge and spin is 9.8 kJ/mol. For the HOMO energy, the calculation gives -2.53 eV. The total energy comes out at -12391.2751 eV. Its charge is -1. Its gap between HOMO and LUMO is 7.3 eV. The calculation puts the LUMO energy at 0.17495 Ha.

---

[8]
ORCA calculation (ωB97M-V/def2-TZVPD) on a structure of composition CHLaO3 at a distorted geometry.

Last column: Löwdin spin population.
Positions of all 6 atoms, in Å:
La 0.299 -1.343 1.255  0.966
O 1.162 1.158 0.311  0.014
O -0.185 2.758 -0.610  0.001
O -1.101 0.022 -0.166  0.017
C 0.257 1.732 -0.245  0.003
H -1.935 0.485 -0.075  0.001

Atoms 1-3, force components in eV/Å:
La -1.1110 2.2329 -1.7995
O -0.8666 -1.4244 -0.2551
O -0.4627 -2.8311 -0.0345

As for the multiplicity: 2. Its energy above the lowest of the compared OMol25 structures with the same formula, charge and spin is 53.3 kJ/mol. For the HOMO energy (alpha / beta), the calculation gives -11.13 / -14.90 eV. The total energy comes out at -8047.0970 eV. Its charge is +1. Its gap between HOMO and LUMO (alpha / beta) is 5.7 / 9.5 eV. The calculation puts the LUMO energy (alpha / beta) at -0.19837 / -0.19958 Ha. The expectation value of S² is 0.75.